1 | {"formula": "C2H2O4", "method": "ωB97M-V/def2-TZVPD", "smiles": "O=C=O.O=CO", "homo_ev": -10.9895, "homo_lumo_gap_ha": 0.422, "symbols": ["O", "C", "O", "O", "C", "O", "H", "H"], "coordinates": [[-1.9154, 0.2500, 0.7920], [-1.4986, -0.6777, 0.2942], [-1.0173, -1.6173, -0.1479], [0.6544, 1.1505, -1.3010], [0.9189, 0.8343, -0.2260], [1.1065, -0.3257, 0.2601], [0.9382, 1.4854, 0.6552], [0.8134, -1.0996, -0.3265]]}

***

2 | {"formula": "C2H2O4", "method": "ωB97M-V/def2-TZVPD", "homo_ev": -10.3230, "homo_lumo_gap_ha": 0.382, "symbols": ["C", "C", "O", "O", "O", "O", "H", "H"], "coordinates": [[-0.5017, -0.7173, -0.6411], [0.2970, 0.3037, 0.7675], [1.4256, 0.8232, 0.2603], [-1.7237, -0.3522, -0.5623], [0.1968, -1.3534, -1.3528], [-0.0206, 0.4819, 1.9179], [1.6013, 0.4856, -0.6345], [-1.2747, 0.3286, 0.2449]]}

***

Energies in kcal/mol, measured from the most stable structure: 1 0.0; 2 56.6.

***

1 | {"formula": "C2H13O4S", "method": "ωB97M-V/def2-TZVPD", "homo_ev": -3.1899, "homo_lumo_gap_ha": 0.246, "charge": -1, "symbols": ["C", "C", "S", "H", "H", "H", "H", "H", "H", "H", "O", "H", "H", "O", "H", "H", "O", "H", "H", "O"], "coordinates": [[0.8109, -0.5682, 0.4816], [0.3168, -1.6178, -0.5265], [-1.5234, -1.8672, -0.3970], [0.3835, -0.5824, 1.4756], [0.6340, 0.3977, -0.0125], [1.9059, -0.6787, 0.5235], [0.7483, -2.5884, -0.2552], [0.6549, -1.4406, -1.5469], [2.4112, -0.7134, -1.8218], [2.7534, 0.6529, -2.4779], [2.9540, -0.3015, -2.4957], [-1.3591, 2.6202, 3.3457], [-1.0844, 1.2654, 3.8600], [-0.6363, 2.0134, 3.4934], [-2.3544, -0.3281, 0.8899], [-1.5129, 0.8008, 1.3433], [-2.4294, 0.5406, 1.3943], [-1.1740, 0.2958, -1.9070], [-1.0155, 1.2989, -2.9986], [-0.4835, 0.8004, -2.3681]]}

***

2 | {"formula": "C2H13O4S", "method": "ωB97M-V/def2-TZVPD", "homo_ev": -3.5828, "homo_lumo_gap_ha": 0.257, "charge": -1, "symbols": ["C", "C", "S", "H", "H", "H", "H", "H", "H", "H", "O", "H", "H", "O", "H", "H", "O", "H", "H", "O"], "coordinates": [[-0.3641, 0.7383, -2.5460], [0.3302, 0.4800, -1.2251], [-0.3538, 1.4511, 0.1738], [-0.2659, 1.8070, -2.7376], [-1.3836, 0.3855, -2.4854], [0.1010, 0.2022, -3.3766], [1.4088, 0.6491, -1.2960], [0.3085, -0.5830, -0.9413], [-3.0829, 0.5754, -0.4032], [-2.9520, -0.8566, 0.0958], [-3.5050, -0.2924, -0.4514], [1.4404, -3.5225, 3.4448], [0.3079, -2.5967, 3.0179], [0.4803, -3.4778, 3.4321], [2.1498, 2.0541, 0.1607], [1.9719, 3.5098, 0.4045], [2.6694, 2.8681, 0.2393], [0.5589, -1.6585, 1.0328], [0.1937, -0.3867, 1.7131], [-0.0136, -1.3465, 1.7480]]}

***

Energies in kcal/mol, measured from the most stable structure: 1 13.4; 2 0.0.

***

1 | {"formula": "H4SSi", "method": "ωB97M-V/def2-TZVPD", "smiles": "[SiH3]S", "homo_ev": -9.4674, "homo_lumo_gap_ha": 0.375, "symbols": ["Si", "S", "H", "H", "H", "H"], "coordinates": [[0.2842, 0.3527, -0.0163], [-1.9670, 0.1439, 0.0375], [0.7290, 1.4355, -0.7556], [0.4498, 0.9920, 1.2742], [0.6940, -1.0175, -0.4901], [-1.8004, -0.4024, -1.0969]]}

***

2 | {"formula": "H4SSi", "method": "ωB97M-V/def2-TZVPD", "smiles": "[SiH3]S", "homo_ev": -9.5989, "homo_lumo_gap_ha": 0.377, "symbols": ["Si", "S", "H", "H", "H", "H"], "coordinates": [[0.4294, -0.2469, 0.3067], [-1.5373, 0.1534, -0.7031], [0.9298, 0.5193, 1.4006], [-0.0392, -1.6286, 0.6158], [1.5139, -0.2893, -0.7129], [-1.2966, 1.4921, -0.9072]]}

***

3 | {"formula": "H4SSi", "method": "ωB97M-V/def2-TZVPD", "homo_ev": -9.5461, "homo_lumo_gap_ha": 0.376, "symbols": ["Si", "S", "H", "H", "H", "H"], "coordinates": [[0.4902, -0.0129, -0.0618], [-0.5676, -1.8866, -0.2805], [-0.5559, 1.6041, -0.4981], [0.8098, 0.4983, 1.2369], [1.6301, -0.2007, -1.0806], [-0.9638, -1.5988, 0.9011]]}

***

Energies in kcal/mol, measured from the most stable structure: 1 7.8; 2 0.0; 3 29.0.

***

1 | {"formula": "CH4N3P", "method": "ωB97M-V/def2-TZVPD", "smiles": "N#CP(N)N", "homo_ev": -10.0400, "homo_lumo_gap_ha": 0.386, "symbols": ["N", "C", "P", "N", "N", "H", "H", "H", "H"], "coordinates": [[3.5103, 0.0407, 0.3808], [2.4817, -0.0803, -0.1212], [0.5703, -0.2247, -1.1414], [-0.1737, -1.3017, -0.0915], [-0.2171, 1.1596, -0.5329], [0.3386, -1.9551, 0.3645], [-0.7345, -0.6965, 0.4816], [-0.2180, 1.4482, 0.4495], [0.0022, 1.8540, -1.1632]]}

***

2 | {"formula": "CH4N3P", "method": "ωB97M-V/def2-TZVPD", "smiles": "[H]/N=P/C#N.N", "homo_ev": -10.2555, "homo_lumo_gap_ha": 0.322, "symbols": ["H", "N", "P", "C", "N", "N", "H", "H", "H"], "coordinates": [[0.9949, -2.1934, -2.7264], [0.6196, -1.3021, -2.5705], [1.2675, -0.6917, -1.3301], [0.3647, 0.8442, -0.8879], [-0.1495, 1.7771, -0.4536], [-0.4968, 0.3348, 2.1502], [-1.0078, 1.0174, 2.5587], [-0.3442, 0.5393, 1.2084], [-1.2484, -0.3257, 2.0512]]}

***

3 | {"formula": "CH4N3P", "method": "ωB97M-V/def2-TZVPD", "homo_ev": -8.8734, "homo_lumo_gap_ha": 0.317, "symbols": ["C", "N", "N", "N", "P", "H", "H", "H", "H"], "coordinates": [[-0.7057, 0.9387, 0.3588], [0.5853, 0.7676, 0.9803], [1.3679, -0.1087, 0.5165], [0.9215, -0.7165, -0.5087], [-0.7890, -0.5029, -0.8388], [-1.5197, 0.8961, 1.0940], [-0.7946, 1.7982, -0.3020], [1.9152, -1.5206, -1.2560], [-0.9809, -1.5520, -0.0440]]}

***

Energies in kcal/mol, measured from the most stable structure: 1 0.0; 2 28.8; 3 91.3.

***

1 | {"formula": "C24H18ClFINO6Sn", "method": "ωB97M-V/def2-TZVPD", "homo_ev": -8.1252, "homo_lumo_gap_ha": 0.276, "symbols": ["Sn", "O", "C", "O", "C", "C", "C", "C", "C", "O", "C", "C", "O", "O", "H", "H", "H", "H", "H", "H", "H", "H", "Cl", "C", "C", "C", "I", "C", "O", "C", "N", "C", "C", "C", "C", "H", "H", "H", "H", "F", "C", "C", "C", "C", "C", "C", "C", "H", "H", "H", "H", "H", "H"], "coordinates": [[-1.6052, -1.6137, 1.0737], [-1.7373, 0.7960, -1.0454], [-0.9763, 1.0316, -0.1224], [-0.9337, 0.3614, 0.9922], [0.0412, 2.1581, -0.2356], [0.8723, 2.4032, 1.0316], [1.6096, 3.7467, 0.9156], [2.7472, 3.3839, -0.0734], [2.4188, 1.9127, -0.3580], [1.9291, 1.4499, 0.8961], [1.1659, 1.8550, -1.2759], [1.0920, 0.5465, -2.0275], [1.1490, 0.4653, -3.2272], [1.0358, -0.5122, -1.2002], [-0.5135, 3.0431, -0.5487], [0.3377, 2.2307, 1.9604], [2.0082, 4.0443, 1.8843], [0.9626, 4.5457, 0.5537], [3.7249, 3.4671, 0.3980], [2.7496, 3.9930, -0.9767], [3.2506, 1.2898, -0.6793], [1.2069, 2.6231, -2.0443], [2.6267, 0.5522, 6.2612], [1.9600, -0.2118, 4.8504], [2.7887, -0.6865, 3.8773], [2.2764, -1.3188, 2.7279], [3.6053, -1.9869, 1.2819], [0.9228, -1.4847, 2.5308], [0.3865, -2.0938, 1.4989], [0.0638, -0.9520, 3.5493], [-1.2706, -1.0547, 3.3122], [-2.1348, -0.5981, 4.1882], [-1.7305, 0.0018, 5.3895], [-0.3932, 0.1421, 5.6424], [0.5555, -0.3293, 4.7126], [3.8586, -0.5793, 3.9897], [-3.1848, -0.6932, 3.9369], [-2.4746, 0.3566, 6.0877], [-0.0483, 0.6173, 6.5507], [-3.7895, -4.5255, -1.7277], [-2.6110, -3.8714, -1.7376], [-1.5175, -4.4655, -1.1406], [-0.3123, -3.7753, -1.1411], [-0.2045, -2.5252, -1.7446], [1.1222, -1.8219, -1.7909], [-1.3316, -1.9580, -2.3388], [-2.5461, -2.6261, -2.3320], [-1.6189, -5.4377, -0.6781], [0.5543, -4.2076, -0.6562], [1.4730, -1.7178, -2.8165], [1.8564, -2.3651, -1.2001], [-1.2626, -0.9793, -2.7949], [-3.4320, -2.1948, -2.7770]]}

***

2 | {"formula": "C24H18ClFINO6Sn", "method": "ωB97M-V/def2-TZVPD", "homo_ev": -7.8540, "homo_lumo_gap_ha": 0.252, "symbols": ["Sn", "O", "C", "O", "C", "C", "C", "C", "C", "O", "C", "C", "O", "O", "H", "H", "H", "H", "H", "H", "H", "H", "Cl", "C", "C", "C", "I", "C", "O", "C", "N", "C", "C", "C", "C", "H", "H", "H", "H", "F", "C", "C", "C", "C", "C", "C", "C", "H", "H", "H", "H", "H", "H"], "coordinates": [[0.9135, 0.0553, 0.3744], [-1.3605, 2.1247, 2.7617], [-0.8788, 2.0217, 1.6589], [0.3946, 1.8506, 1.3943], [-1.7749, 2.0691, 0.4170], [-0.9741, 2.2745, -0.8683], [-1.8997, 2.5464, -2.0486], [-2.5028, 1.1451, -2.3146], [-1.8576, 0.3150, -1.2141], [-0.5113, 0.9058, -1.1638], [-2.4439, 0.6778, 0.1608], [-2.0723, -0.4111, 1.1799], [-2.9195, -0.9936, 1.8131], [-0.7899, -0.7427, 1.2169], [-2.5080, 2.8573, 0.5746], [-0.1227, 2.9391, -0.7711], [-1.3325, 2.9002, -2.9075], [-2.6508, 3.2924, -1.7954], [-2.2085, 0.7689, -3.2932], [-3.5887, 1.1178, -2.2435], [-1.7905, -0.7478, -1.4158], [-3.5287, 0.7307, 0.1341], [0.7322, -3.3434, -5.8459], [1.2093, -2.3993, -4.4683], [2.1984, -1.4683, -4.5945], [2.6109, -0.6949, -3.4880], [4.1346, 0.6964, -3.7133], [2.0199, -0.8271, -2.2507], [2.3534, -0.1587, -1.1742], [0.9811, -1.8048, -2.1375], [0.4217, -1.9064, -0.9071], [-0.5063, -2.8139, -0.6899], [-0.9748, -3.6589, -1.7091], [-0.4528, -3.5420, -2.9700], [0.5712, -2.6035, -3.2183], [2.6726, -1.3214, -5.5548], [-0.9070, -2.8650, 0.3145], [-1.7554, -4.3722, -1.4870], [-0.8064, -4.1668, -3.7788], [0.1239, 1.9601, 6.5547], [0.7271, 1.4217, 5.4789], [1.6988, 2.1543, 4.8320], [2.3127, 1.5938, 3.7249], [1.9660, 0.3194, 3.2807], [2.6115, -0.2474, 2.0952], [0.9737, -0.3850, 3.9651], [0.3452, 0.1607, 5.0691], [1.9374, 3.1490, 5.1818], [3.0703, 2.1502, 3.1866], [2.5222, -1.3058, 1.8791], [3.4038, 0.2895, 1.5903], [0.6601, -1.3530, 3.5924], [-0.4478, -0.3547, 5.5924]]}

***

Energies in kcal/mol, measured from the most stable structure: 1 0.0; 2 36.2.